Record 1
Computed, not measured: a molecular structure, C26H25Li4N5O3 at a distorted geometry, with ωB97M-V with the def2-TZVPD basis set.

Its HOMO energy is -14.04 eV. As for the orbital gap: 8.1 eV. The value obtained for the energy relative to the best compared isomer or geometry (same formula, charge and spin) is 0.00 kcal per mole. As for the largest force on an atom: 2.2 eV Å⁻¹. The calculation puts the molar mass at 483.282 u.

```
! RIJCOSX wB97M-V def2-TZVPD def2/J DEFGRID3
* xyz 2 1
O -1.22 0.72 0.51
O 0.28 -0.74 -0.24
O 0.59 1.44 -0.43
N -2.39 -2.91 0.48
N 2.93 4.02 -0.17
N 2.07 -3.23 -1.42
N -1.86 3.36 -1.73
N -1.27 -1.44 3.02
C -4.15 -4.49 -0.03
C 3.70 -4.92 -1.90
C 3.66 4.81 0.61
C 2.65 -4.10 -2.27
C -2.86 4.94 -3.27
C 1.85 4.55 -0.75
C -0.10 -0.42 4.87
C -0.34 -0.61 3.53
C -2.16 4.33 -4.33
C 1.47 5.88 -0.60
C -3.27 -5.18 -0.88
C -1.19 2.85 -2.78
C 3.39 6.16 0.79
C 3.29 -4.29 0.36
C -1.55 -2.29 5.29
C -1.99 -4.69 -1.08
C -1.90 -2.19 3.94
C -1.55 -3.65 -0.26
C -0.68 -1.33 5.77
C -0.11 0.45 -0.02
C 2.29 6.72 0.12
C 2.36 -3.39 -0.12
C 4.11 -4.93 -0.56
C -3.62 -3.44 0.69
C -1.35 3.26 -4.10
C -2.54 4.50 -1.98
Li 1.35 -1.01 -1.92
Li -1.24 2.61 -0.02
Li 2.59 1.63 -0.49
Li -1.68 -1.10 1.05
H 4.23 -5.51 -2.64
H 0.76 6.27 -1.32
H 1.75 -2.87 0.62
H 0.24 -0.02 2.82
H -2.57 -2.93 3.50
H -1.35 -5.19 -1.80
H 2.11 7.78 0.20
H -0.55 -3.25 -0.42
H -1.91 -3.15 5.84
H -3.63 -6.08 -1.38
H -3.01 4.96 -1.13
H -4.27 -2.93 1.39
H -5.19 -4.76 0.06
H 2.39 -4.00 -3.31
H 0.49 0.37 5.31
H -0.51 2.05 -2.51
H -3.60 5.70 -3.48
H -0.78 2.81 -4.91
H -2.31 4.66 -5.35
H 4.05 6.84 1.32
H 4.61 4.47 1.01
H 5.03 -5.43 -0.31
H 1.29 3.89 -1.40
H -0.43 -1.28 6.82
H 3.63 -4.28 1.39
*
```

=====

Record 2
Computed, not measured: C26H25N3O3 in the gas phase at a distorted geometry, with ωB97M-V with the def2-TZVPD basis set.

Its HOMO energy is -7.36 eV. As for the orbital gap: 7.9 eV. The value obtained for the energy relative to the best compared isomer or geometry (same formula, charge and spin) is 67.60 kcal per mole. The SMILES is COc1ccc2c(c1)c(C(c1cn(C)c3ccc(OC)cc13)n1ccccc1=O)cn2C. As for the largest force on an atom: 2.9 eV Å⁻¹. The calculation puts the molar mass at 427.504 u.

```
! RIJCOSX wB97M-V def2-TZVPD def2/J DEFGRID3
* xyz 0 1
O 2.26 0.51 3.04
O 5.23 3.81 -1.42
O 2.60 0.95 7.34
N 0.27 1.48 2.50
N 0.47 5.46 5.05
N 0.06 5.05 -0.32
C -0.87 5.92 -1.00
C 0.86 3.77 3.63
C 1.05 0.38 2.74
C 3.91 4.00 -1.18
C 1.68 3.18 7.73
C 1.17 4.36 7.18
C 6.05 3.12 -0.45
C 0.48 -0.94 2.65
C 1.22 3.31 4.95
C 3.22 4.78 -2.17
C 0.42 5.08 3.73
C 3.25 3.48 -0.02
C 1.30 4.66 -0.80
C -0.88 -1.06 2.50
C -1.67 0.09 2.47
C 0.92 4.40 5.82
C -0.17 4.45 0.89
C 0.92 3.67 1.19
C 2.04 2.10 6.86
C 1.90 5.13 -1.96
C 1.83 2.17 5.45
C 2.77 0.81 8.76
C 0.10 6.73 5.61
C 1.93 3.81 0.16
C -1.05 1.33 2.49
C 1.18 2.96 2.46
H -1.07 4.65 1.48
H 3.21 -0.17 8.89
H 6.11 3.71 0.47
H 0.92 5.22 7.80
H 0.75 7.55 5.27
H -1.61 2.26 2.48
H 3.76 2.86 0.73
H 1.34 5.71 -2.69
H -1.11 6.84 -0.45
H -0.42 6.20 -1.95
H 3.77 5.05 -3.06
H -2.77 0.04 2.41
H 0.16 5.79 2.95
H 0.18 6.67 6.69
H 2.07 2.35 2.52
H -1.32 -2.06 2.44
H 1.17 -1.77 2.75
H 2.15 1.37 4.79
H 1.80 3.09 8.82
H 1.81 0.86 9.28
H 5.65 2.13 -0.23
H -1.81 5.39 -1.20
H 3.43 1.58 9.17
H -0.92 6.98 5.33
H 7.04 3.05 -0.92
*
```

=====

Record 3
Computed, not measured: a molecular structure, C26H25N4O4PtS, with ωB97M-V with the def2-TZVPD basis set.

Its HOMO energy (alpha / beta) is -2.53 / -4.84 eV. As for the orbital gap (alpha / beta): 5.2 / 6.7 eV. As for the largest force on an atom: 0.5 eV Å⁻¹. The calculation puts the molar mass at 684.655 u.

```
! RIJCOSX wB97M-V def2-TZVPD def2/J DEFGRID3
* xyz -1 3
Pt 0.21 1.56 -1.11
S -1.85 1.33 -2.04
O 0.29 -0.97 3.51
O 0.13 3.53 -1.48
O 0.39 -0.38 -0.68
O 0.56 0.89 1.82
N -1.80 -1.20 -0.90
N -3.80 -0.36 -1.51
N 2.58 1.17 0.71
N 2.00 1.84 -0.26
C -0.39 -4.89 0.47
C 4.30 -1.88 3.01
C -0.02 -2.58 -0.11
C -2.46 -0.15 -1.42
C 1.19 4.19 -1.92
C 2.93 2.67 -0.95
C 1.99 6.14 -3.13
C -5.05 1.72 -0.89
C 1.27 -2.67 0.41
C -4.39 -1.62 -1.05
C 0.89 -4.97 1.00
C 3.59 4.58 -2.28
C 1.72 -3.86 0.97
C 2.17 -2.27 4.07
C 3.33 5.72 -2.97
C 2.39 -0.49 2.44
C 2.56 3.77 -1.69
C 0.96 5.38 -2.62
C -4.57 -1.69 0.46
C 3.73 -0.84 2.29
C 3.50 -2.59 3.90
C -0.50 -1.26 -0.63
C -0.85 -3.70 -0.07
C -4.71 0.69 -1.96
C 1.60 -1.23 3.34
C 1.75 0.59 1.63
H 4.62 4.25 -2.14
H 1.54 -2.83 4.75
H 4.14 6.30 -3.39
H 3.93 -3.41 4.47
H 4.32 -0.27 1.58
H -3.61 -1.58 0.96
H -5.00 -2.66 0.74
H -4.28 1.19 -2.83
H -3.74 -2.43 -1.38
H -5.55 1.25 -0.04
H 1.24 -5.89 1.44
H 3.97 2.37 -0.82
H 1.91 -1.79 0.40
H 0.09 -0.24 2.86
H -5.62 0.19 -2.30
H -0.07 5.67 -2.75
H -5.34 -1.72 -1.56
H -1.85 -3.61 -0.47
H -1.05 -5.75 0.50
H 5.34 -2.13 2.88
H 2.71 -3.91 1.40
H -5.24 -0.91 0.82
H -5.72 2.48 -1.29
H -4.15 2.21 -0.53
H 1.77 7.05 -3.68
*
```

=====

Record 4
Computed, not measured: C26H25N5O5S in the gas phase, with ωB97M-V with the def2-TZVPD basis set.

Its HOMO energy is -8.01 eV. As for the orbital gap: 7.2 eV. The value obtained for the energy relative to the best compared isomer or geometry (same formula, charge and spin) is 0.75 kcal per mole. The SMILES is [H]/N=C1/C(=C/c2ccc(OCc3ccccc3)c(OC)c2)C(=O)N=C2SC(CC(=O)N3CCOCC3)=NN21. As for the largest force on an atom: 0.9 eV Å⁻¹. The calculation puts the molar mass at 519.583 u.

```
! RIJCOSX wB97M-V def2-TZVPD def2/J DEFGRID3
* xyz 0 1
S -4.17 2.50 -0.10
O 0.52 1.64 1.10
O -7.78 1.55 0.66
O -8.23 -3.12 0.74
O 4.76 1.86 0.00
O 6.16 -0.30 -0.06
N -1.87 -1.58 -1.43
N -4.07 0.11 -1.05
N -7.03 -0.57 0.59
N -1.56 2.08 0.42
N -2.83 0.41 -0.64
C -7.82 -0.95 1.75
C -8.85 -2.00 1.33
C 10.74 -1.59 0.56
C 11.07 -0.25 0.66
C 4.20 -1.69 -0.45
C -4.89 1.07 -0.86
C 7.01 -1.42 -0.05
C -1.74 -0.46 -0.86
C 4.84 -0.47 -0.24
C -2.64 1.64 -0.08
C 8.77 0.35 0.30
C 2.04 -0.58 -0.54
C -0.44 0.06 -0.41
C -6.40 -1.72 -0.02
C 8.43 -0.99 0.20
C -6.33 1.01 -1.17
C -7.48 -2.74 -0.39
C -0.42 1.30 0.42
C 4.04 3.06 0.16
C 0.63 -0.74 -0.70
C 10.09 0.72 0.53
C -7.13 0.68 0.11
C 2.70 0.65 -0.36
C 9.42 -1.96 0.33
C 4.06 0.72 -0.20
C 2.83 -1.74 -0.61
H -8.31 -0.06 2.15
H -6.53 0.28 -1.95
H -5.82 -1.44 -0.90
H 6.96 -1.95 -1.01
H 12.10 0.04 0.84
H 3.55 3.36 -0.77
H 4.78 3.81 0.43
H -8.15 -2.31 -1.16
H -2.82 -1.80 -1.71
H 3.29 2.97 0.95
H 0.34 -1.68 -1.16
H 2.11 1.55 -0.34
H -5.72 -2.17 0.71
H -7.15 -1.37 2.51
H 11.50 -2.35 0.66
H 10.35 1.76 0.61
H -9.39 -2.38 2.20
H 8.00 1.10 0.21
H 6.70 -2.13 0.74
H -7.03 -3.66 -0.78
H -6.68 2.00 -1.49
H -9.57 -1.55 0.63
H 9.16 -3.00 0.26
H 2.35 -2.69 -0.77
H 4.77 -2.60 -0.49
*
```

=====

Record 5
Computed, not measured: a molecular structure, C26H25N5PdS4SbTe, with ωB97M-V with the def2-TZVPD basis set.

Its HOMO energy (alpha / beta) is -12.48 / -12.47 eV. As for the orbital gap (alpha / beta): 6.6 / 5.4 eV. The value obtained for the energy relative to the best compared isomer or geometry (same formula, charge and spin) is 0.00 kcal per mole. As for the largest force on an atom: 0.1 eV Å⁻¹. The calculation puts the molar mass at 891.569 u.

```
! RIJCOSX wB97M-V def2-TZVPD def2/J DEFGRID3
* xyz 2 2
Te 0.07 -2.82 -1.65
Sb -1.93 0.31 -2.15
Pd -0.12 0.32 0.34
S -1.13 2.27 -1.13
S -2.14 -0.82 -0.06
S 1.96 1.35 0.79
S 0.57 -0.49 -1.82
N 3.33 -0.03 2.67
N -1.26 7.31 1.65
N -1.70 3.24 2.03
N -0.74 0.97 2.16
N 1.26 0.27 3.24
C 1.85 -4.90 -2.80
C -1.42 -2.94 -3.12
C 3.15 -0.66 3.90
C -2.12 -2.73 -5.39
C 2.45 -2.69 -3.62
C 2.85 -5.45 -3.59
C -0.30 5.14 1.97
C -0.48 3.79 2.09
C -0.58 1.05 4.55
C -1.40 5.98 1.77
C -3.71 -3.31 -3.67
C -2.71 -3.25 -2.71
C 1.66 -3.52 -2.83
C -1.11 -2.68 -4.45
C 3.44 -3.27 -4.40
C 3.64 -4.64 -4.39
C -1.96 1.71 2.23
C -2.69 1.52 3.51
C 4.57 -0.01 1.91
C 2.18 0.52 2.27
C -2.78 4.02 1.82
C -1.99 1.29 4.63
C -0.06 0.80 3.32
C -3.42 -3.05 -5.00
C 1.86 -0.48 4.24
C -2.67 5.37 1.69
H -3.77 1.59 3.51
H -2.49 1.22 5.59
H -4.72 -3.56 -3.37
H 1.31 -0.82 5.10
H 3.00 -6.52 -3.58
H 0.70 5.54 2.03
H -3.73 3.51 1.77
H -0.36 7.75 1.72
H -4.20 -3.09 -5.74
H 4.07 -2.64 -5.02
H 4.42 -5.08 -5.00
H -2.06 7.91 1.52
H 5.35 -0.48 2.51
H 0.02 0.97 5.44
H 1.24 -5.54 -2.18
H 4.86 1.02 1.69
H 2.30 -1.62 -3.64
H -2.57 1.46 1.37
H -0.09 -2.46 -4.75
H -3.57 5.96 1.52
H 3.94 -1.18 4.40
H 0.35 3.11 2.22
H -2.94 -3.44 -1.67
H 4.44 -0.55 0.98
H -1.90 -2.54 -6.43
*
```

=====

Record 6
Computed, not measured: a molecular structure, C26H25NOScSi at a distorted geometry, with ωB97M-V with the def2-TZVPD basis set.

Its HOMO energy (alpha / beta) is -2.59 / -2.59 eV. As for the orbital gap (alpha / beta): 5.3 / 5.3 eV. As for the largest force on an atom: 7.2 eV Å⁻¹. The calculation puts the molar mass at 440.534 u.

```
! RIJCOSX wB97M-V def2-TZVPD def2/J DEFGRID3
* xyz -1 1
Sc 1.71 -1.58 0.01
Si -0.64 0.89 0.10
O 0.72 0.10 0.43
N 0.56 -3.28 0.78
C -0.52 2.87 -1.90
C 3.74 -0.94 -0.89
C 2.23 -2.11 -2.34
C -4.03 -0.80 -1.57
C -3.59 -1.29 -2.81
C -0.04 2.47 -0.65
C -3.14 -0.15 -0.70
C -2.27 2.65 3.44
C 1.59 -3.03 1.75
C 2.69 -0.79 -1.94
C 1.55 4.27 -0.57
C 1.96 -4.32 2.03
C 1.07 4.73 -1.82
C -1.53 1.14 1.71
C -2.69 1.54 4.21
C 2.39 -1.97 2.35
C -1.33 -0.54 -2.28
C -1.80 0.00 -1.07
C -2.48 0.23 3.73
C -2.24 -1.16 -3.15
C -1.69 2.45 2.18
C 1.02 3.12 0.00
C 0.04 4.01 -2.48
C 3.88 -2.38 -0.65
C 2.98 -3.10 -1.54
C -1.86 0.03 2.49
H -4.30 -1.75 -3.51
H 2.85 -4.15 -1.59
H -0.37 4.39 -3.43
H 1.48 -5.16 1.43
H -1.31 2.33 -2.35
H 1.39 2.74 0.93
H 1.44 5.67 -2.24
H 4.28 -0.17 -0.44
H 2.30 4.85 -0.02
H -1.88 -1.52 -4.11
H -1.65 -0.96 2.14
H 2.62 -4.86 2.85
H -3.46 0.23 0.25
H -2.85 -0.62 4.30
H -5.09 -0.89 -1.29
H 3.50 -1.74 2.33
H -1.38 3.26 1.57
H -0.22 -3.45 0.29
H 1.49 -2.35 -3.03
H -2.46 3.66 3.79
H 2.33 0.15 -2.32
H 1.96 -1.11 2.92
H 4.55 -2.84 0.02
H -3.22 1.71 5.16
H -0.29 -0.48 -2.53
*
```

=====

Record 7
Computed, not measured: a molecular structure, C26H26BrMnN5O3, with ωB97M-V with the def2-TZVPD basis set.

Its HOMO energy (alpha / beta) is -7.44 / -7.40 eV. As for the orbital gap (alpha / beta): 6.9 / 6.8 eV. As for the largest force on an atom: 0.7 eV Å⁻¹. The calculation puts the molar mass at 591.368 u.

```
! RIJCOSX wB97M-V def2-TZVPD def2/J DEFGRID3
* xyz 0 2
Br -4.07 7.19 1.05
Mn 0.42 -1.93 -0.12
O -1.24 -0.92 -0.47
O 2.07 -2.90 0.19
O 3.29 -4.65 -0.53
N -0.63 4.77 -3.35
N -0.08 3.66 -3.41
N 1.21 -0.48 -1.28
N 0.32 -3.25 -1.73
N 1.28 -4.25 -1.48
C -0.95 -3.23 1.51
C -0.45 2.54 -2.63
C -0.30 -4.45 1.71
C 1.33 -3.29 3.08
C 0.58 1.59 -2.38
C -1.98 5.53 0.06
C -3.00 6.39 -0.30
C -0.80 -5.72 1.08
C 1.93 1.74 -2.80
C -2.05 1.08 -1.51
C -1.45 5.21 -2.26
C 0.26 -0.05 4.32
C -3.24 6.70 -1.63
C 2.85 0.79 -2.44
C -2.44 6.12 -2.61
C 0.27 0.45 -1.63
C 1.27 -0.79 3.43
C 0.71 -2.07 2.87
C 1.75 0.12 2.29
C 2.32 -3.93 -0.55
C 0.84 -4.46 2.52
C -0.46 -2.06 2.10
C -1.05 0.17 -1.17
C 2.46 -0.31 -1.67
C -1.74 2.24 -2.22
C -1.21 4.93 -0.92
H 1.58 -4.80 -2.27
H -1.88 -3.20 0.96
H -3.07 0.87 -1.22
H -0.40 4.27 -0.63
H -4.02 7.39 -1.90
H 1.36 -5.40 2.69
H 3.88 0.88 -2.75
H -0.23 -0.74 5.02
H 0.51 -2.74 -2.59
H 3.16 -1.07 -1.36
H 2.22 1.02 2.67
H 2.20 2.60 -3.39
H -2.58 6.37 -3.65
H -0.51 0.43 3.72
H -1.03 -1.14 2.00
H -1.70 -5.53 0.49
H 2.23 -3.33 3.68
H -1.05 -6.46 1.84
H -0.04 -6.15 0.43
H 2.14 -1.05 4.04
H -1.79 5.32 1.11
H 2.47 -0.41 1.66
H -2.54 2.91 -2.47
H 0.76 0.72 4.91
H 0.90 0.42 1.67
H -0.60 -3.68 -1.81
*
```

=====

Record 8
Computed, not measured: a gas-phase ion, C26H26ClN4O7S (charge -1) at a distorted geometry, with ωB97M-V with the def2-TZVPD basis set.

Its HOMO energy is -4.11 eV. As for the orbital gap: 4.5 eV. The value obtained for the energy relative to the best compared isomer or geometry (same formula, charge and spin) is 28.02 kcal per mole. The SMILES is Cn1c([O-])c([C@@H](c2cc3c4c(c2)CCCN4CCC3)[C@H](Cl)S(=O)(=O)c2ccc([N+](=O)[O-])cc2)c(=O)n(C)c1=O. As for the largest force on an atom: 3.2 eV Å⁻¹. The calculation puts the molar mass at 574.035 u.

```
! RIJCOSX wB97M-V def2-TZVPD def2/J DEFGRID3
* xyz -1 1
Cl 2.47 -0.97 0.85
S 0.30 -0.20 2.66
O 0.61 -0.90 -2.61
O 3.03 -1.16 8.88
O 5.14 -0.88 -3.15
O -0.68 0.86 2.76
O 3.45 0.98 8.61
O -0.11 -1.58 2.44
O 3.32 2.16 -0.28
N 4.18 0.80 -1.90
N 2.91 -1.02 -2.71
N 3.01 -0.12 8.18
N -4.44 -0.07 -2.28
C 3.12 1.25 -1.09
C 0.79 0.91 -0.21
C 1.34 -1.40 5.07
C 1.25 -0.24 4.29
C 1.83 0.62 -1.27
C 1.95 -1.39 6.34
C 4.16 -0.40 -2.61
C -1.30 1.65 -1.45
C 1.79 0.95 4.81
C -0.65 0.66 -0.67
C -4.49 1.96 -3.63
C -4.31 -2.44 -1.70
C 5.47 1.39 -1.78
C -3.23 2.45 -2.90
C 1.31 0.35 1.11
C -2.52 -0.81 -1.04
C -3.08 -2.16 -0.85
C -2.55 1.44 -2.04
C -3.19 0.20 -1.78
C -5.29 0.98 -2.79
C 2.88 -2.17 -3.57
C 2.48 -0.18 6.84
C -5.19 -1.21 -1.82
C 1.71 -0.45 -2.24
C 2.42 0.99 6.06
C -1.28 -0.55 -0.44
H 1.87 -2.56 -3.62
H -4.00 -2.77 -2.70
H 6.09 0.82 -1.09
H 5.34 2.40 -1.40
H -4.89 -3.25 -1.25
H 2.02 -2.28 6.97
H 2.85 1.90 6.48
H 5.95 1.40 -2.76
H -4.22 1.48 -4.57
H -3.31 -2.27 0.21
H -2.53 2.84 -3.64
H -6.07 0.50 -3.39
H -5.80 1.52 -1.96
H -2.30 -2.90 -1.08
H -6.00 -1.38 -2.53
H 3.57 -2.91 -3.18
H -0.72 2.57 -1.63
H -0.79 -1.36 0.11
H 0.88 2.01 -0.12
H 3.24 -1.89 -4.56
H 1.84 1.17 1.63
H -5.65 -0.99 -0.83
H 0.93 -2.35 4.72
H -5.13 2.81 -3.87
H -3.51 3.31 -2.27
H 1.73 1.88 4.25
*
```